Record 1
ORCA calculation (ωB97M-V with the def2-TZVPD basis set) on a molecular structure, C23H39Br18Cl8O9V.

The value obtained for the total energy is -52534.9371 Eh. The gap between HOMO and LUMO (alpha / beta) is 9.31 / 9.64 eV. As for the expectation value of S²: 2.010. Its HOMO energy (alpha / beta) is -9.865 / -9.867 eV.

ORCA input file:
```
! RIJCOSX wB97M-V def2-TZVPD def2/J DEFGRID3
* xyz 0 3
V -0.53308 0.17943 1.82926
O 0.62581 1.77282 5.10034
C 0.36893 1.16189 3.89906
O 0.63845 -0.01573 3.62933
O -0.27872 1.84579 3.01368
H 1.16263 1.17545 5.63644
O 1.19905 -1.17567 -1.27216
C 0.81519 -0.65971 -0.16076
O 0.91996 0.54250 0.20557
O 0.29216 -1.23396 0.81793
H 1.71473 -0.40713 -1.68064
O -4.25173 0.06554 1.38813
C -2.92646 0.09814 1.57157
O -2.19618 0.70389 0.76062
O -2.26907 -0.63431 2.38135
H -4.49163 0.73327 0.64822
C 3.26427 3.71183 3.21807
Cl 1.84342 4.88569 3.46970
Cl 4.70104 4.60425 2.54706
Cl 3.75920 2.92108 4.73013
Cl 2.86989 2.40555 2.02609
C -3.46721 -5.02297 0.22184
Cl -4.17886 -5.61341 -1.29285
Cl -1.76019 -4.50712 0.01145
Cl -4.31932 -3.63900 0.89675
Cl -3.46977 -6.38407 1.35265
Br -0.60769 1.69976 -4.32470
C 1.00256 0.88763 -5.18078
C 0.76979 -0.61679 -5.39766
Br 2.40705 -1.26463 -6.13129
H 1.80549 1.02171 -4.47503
H 1.09003 1.49647 -6.07938
H -0.05583 -0.77429 -6.08552
H 0.53303 -1.04410 -4.46144
Br 3.82095 -5.38068 4.52476
C 3.82495 -3.45204 4.42224
C 3.53121 -3.04514 3.01442
Br 3.65330 -1.10152 2.88185
H 4.85046 -3.14803 4.73149
H 3.12028 -3.05958 5.16696
H 2.52053 -3.33943 2.72512
H 4.27998 -3.44247 2.32018
Br -3.09110 5.34416 -1.73033
C -2.75343 3.42083 -2.08923
C -4.07827 2.62925 -2.29726
Br -5.00159 2.57497 -0.52200
H -2.18283 3.05765 -1.20525
H -2.24423 3.41898 -3.02234
H -3.90868 1.60415 -2.66641
H -4.71577 3.16204 -2.97876
Br -0.07216 -3.25530 3.97668
C -1.41391 -4.73130 4.02133
C -1.48296 -5.20353 5.40705
Br 0.06502 -6.33888 5.77523
H -1.13362 -5.51920 3.30880
H -2.34808 -4.21366 3.77004
H -2.37835 -5.82029 5.61095
H -1.40111 -4.43590 6.16073
Br -0.76664 -4.65085 -3.48408
C 1.14131 -4.73570 -3.50571
C 1.67109 -3.87667 -2.40010
Br 3.55774 -3.64658 -2.50233
H 1.49406 -4.34783 -4.46062
H 1.43582 -5.80289 -3.42336
H 1.50129 -4.19959 -1.37366
H 1.26262 -2.89361 -2.40245
Br -1.62383 6.35909 1.79259
C -2.87979 4.88386 2.09349
C -2.66845 4.25576 3.44166
Br -3.97457 2.81352 3.55185
H -2.57435 4.17310 1.32171
H -3.88505 5.21027 1.94922
H -2.84165 4.88589 4.30619
H -1.72134 3.78404 3.63438
Br 3.26266 1.74386 -1.70064
C 5.01932 1.42900 -0.96416
C 5.16683 -0.03948 -0.67002
Br 6.98545 -0.36254 -0.11380
H 5.27054 2.04757 -0.11404
H 5.65755 1.72943 -1.76336
H 5.08567 -0.63879 -1.57946
H 4.46985 -0.36237 0.10760
Br -3.71399 -0.99510 -6.95011
C -4.20926 -0.91348 -5.05457
C -3.08021 -1.55542 -4.29470
Br -3.45361 -1.59117 -2.42690
H -5.12509 -1.47880 -4.91663
H -4.36962 0.14795 -4.88112
H -2.17728 -0.93166 -4.33319
H -2.85028 -2.60795 -4.46689
Br 0.32462 3.59458 -0.14811
C 1.34505 5.24663 -0.31813
C 1.31410 5.66218 -1.77090
Br 2.17179 7.38446 -2.08006
H 2.36133 5.05401 0.03622
H 0.79932 5.92828 0.31313
H 0.30395 5.68333 -2.17591
H 1.87556 4.96880 -2.39230
*
```

***

Record 2
ORCA calculation (ωB97M-V with the def2-TZVPD basis set) on 2 unconnected molecules or ions with the total composition C9H17F3N5O.

The value obtained for the total energy is -1001.4997 Eh. The gap between HOMO and LUMO is 8.21 eV. Its HOMO energy is -11.570 eV.

ORCA input file:
```
! RIJCOSX wB97M-V def2-TZVPD def2/J DEFGRID3
* xyz 1 1
C 3.78024 -1.03381 2.31289
N 2.93706 -1.32675 1.14800
C 2.72140 -0.17201 0.30912
N 1.88117 0.77197 1.04458
N 2.25009 2.04825 1.32793
C 1.23199 2.60140 1.98911
N 0.24132 1.75672 2.16752
C 0.66366 0.61364 1.59783
N 0.01801 -0.55895 1.57774
C -1.28071 -0.84459 2.09424
F -1.16803 -1.80468 3.01723
F -1.84979 0.21343 2.62031
F -2.03189 -1.30769 1.09302
H 4.72696 -0.57071 2.03650
H 3.99958 -1.97144 2.80041
H 3.25705 -0.41632 3.03157
H 3.39856 -2.04774 0.60815
H 2.21515 -0.46893 -0.59945
H 3.64200 0.35447 0.05158
H 3.11618 2.50155 1.08569
H 1.17152 3.60821 2.35484
H 0.51060 -1.35010 1.19397
C -3.22491 0.86895 -2.93133
C -2.57789 0.29294 -1.67525
C -2.53001 -1.19309 -2.01043
O -2.37964 -1.28171 -3.42525
C -2.61272 -0.00131 -4.02021
H -3.03044 1.92962 -3.08032
H -4.30585 0.72278 -2.89390
H -1.56280 0.68946 -1.56188
H -3.13066 0.50259 -0.76087
H -3.46019 -1.69442 -1.72401
H -1.69821 -1.71340 -1.53198
H -1.65463 0.40503 -4.36279
H -3.26417 -0.12338 -4.88455
*
```

***

Record 3
ORCA calculation (ωB97M-V with the def2-TZVPD basis set) on a single C4H7NO2 molecule.

The relative energy (zero: lowest compared OMol25 entry of this formula, charge and spin) comes out at 120.11 kcal per mole. The value obtained for the total energy is -361.6895 Eh. The gap between HOMO and LUMO is 9.02 eV. Its HOMO energy is -8.584 eV.

ORCA input file:
```
! RIJCOSX wB97M-V def2-TZVPD def2/J DEFGRID3
* xyz 0 1
C 0.56488 -0.40520 -2.01492
C 0.46552 -0.25048 -0.53278
N 1.37437 -0.56010 0.31997
O 2.49322 -1.08132 -0.30239
C -0.86100 0.05659 0.04284
C -1.84928 0.99177 1.88453
O -0.70282 0.88255 1.03656
H 0.80419 -1.43874 -2.28530
H -0.38793 -0.12305 -2.46995
H 1.36327 0.23576 -2.39903
H 3.05567 -1.32512 0.44437
H -2.66930 0.45688 1.40289
H -2.08196 2.04515 2.04792
H -1.56885 0.51531 2.82530
*
```

***

Record 4
ORCA calculation (ωB97M-V with the def2-TZVPD basis set) on 11 unconnected molecules or ions with the total composition C41H95Cl15O24P6.

The relative energy (zero: lowest compared OMol25 entry of this formula, charge and spin) comes out at 61.58 kcal per mole. The value obtained for the total energy is -12376.4962 Eh. The gap between HOMO and LUMO is 10.42 eV. As for the SMILES: CCOP(=O)(OCC)OCC.CCOP(=O)(OCC)OCC.CCOP(=O)(OCC)OCC.CCOP(=O)(OCC)OCC.CCOP(=O)(OCC)OCC.CCOP(=O)(OCC)OCC.ClC(Cl)Cl.ClC(Cl)Cl.ClC(Cl)Cl.ClC(Cl)Cl.ClC(Cl)Cl. Its HOMO energy is -10.172 eV.

ORCA input file:
```
! RIJCOSX wB97M-V def2-TZVPD def2/J DEFGRID3
* xyz 0 1
C -1.76272 -3.16936 -2.89322
Cl -1.01272 -3.95165 -4.27891
Cl -3.02247 -1.99124 -3.32329
Cl -0.52003 -2.43309 -1.85051
H -2.26114 -3.93579 -2.29968
C -2.33709 5.67165 1.00124
Cl -2.29845 7.03431 -0.11412
Cl -3.72691 5.84031 2.11031
Cl -0.82338 5.53572 1.95604
H -2.47579 4.71692 0.49396
C -2.84049 -1.08459 6.87361
Cl -4.49366 -0.43838 6.93353
Cl -2.31823 -1.43559 5.20587
Cl -2.65843 -2.59626 7.79431
H -2.19246 -0.28096 7.22335
C 5.22231 -0.21479 2.71119
Cl 6.73359 0.77398 2.41952
Cl 3.88026 0.15205 1.59831
Cl 4.60404 0.02339 4.37009
H 5.49728 -1.26838 2.66166
C -5.56955 -3.29964 4.13959
Cl -5.18387 -1.62857 3.60328
Cl -4.30085 -4.46277 3.63670
Cl -7.11599 -3.91329 3.50417
H -5.72697 -3.31004 5.21812
C -0.03264 6.13550 5.34724
C -0.58116 4.69541 5.27152
O -1.67941 4.65885 6.21619
P -2.26836 3.21915 6.69847
O -1.31862 2.08768 6.57549
O -3.62892 3.04147 5.73226
C -3.44538 2.97799 4.35861
C -4.19467 1.71964 3.82874
O -2.90807 3.49004 8.20137
C -2.04885 3.41491 9.33063
C -1.60054 4.86598 9.63720
H -0.01925 6.46686 6.38556
H 0.95646 6.22358 4.89775
H -0.69941 6.83502 4.84307
H -1.10913 4.58667 4.32415
H 0.14473 3.89571 5.41866
H -4.06384 3.79471 3.98635
H -2.42866 3.04897 3.97216
H -5.22557 1.59252 4.15918
H -4.30002 1.67137 2.74491
H -3.60923 0.88214 4.20816
H -2.67773 3.07596 10.15386
H -1.27959 2.65347 9.20192
H -1.11550 4.92540 10.61153
H -0.97382 5.21587 8.81691
H -2.51259 5.45787 9.71438
C -6.53881 -0.45534 -6.81924
C -5.13409 -0.57309 -6.12842
O -4.09561 -0.28106 -6.98945
P -3.48079 -1.43503 -7.96553
O -3.29301 -0.99035 -9.40378
O -2.16236 -1.89586 -7.10077
C -1.04208 -1.14717 -7.08091
C -0.70379 -0.65487 -5.65414
O -4.49990 -2.74107 -7.82829
C -4.61192 -3.78538 -8.84133
C -6.05517 -3.96785 -9.30919
H -6.70118 0.46376 -7.38228
H -6.70014 -1.24812 -7.54970
H -7.40064 -0.57528 -6.16277
H -4.97486 0.15870 -5.33643
H -5.03678 -1.57178 -5.70270
H -0.20286 -1.61422 -7.59633
H -1.15839 -0.26240 -7.70682
H 0.20986 -0.06402 -5.71922
H -1.47992 0.00721 -5.27023
H -0.57792 -1.40784 -4.87613
H -3.98821 -3.43593 -9.66412
H -4.19141 -4.71617 -8.46069
H -6.01078 -4.76437 -10.05194
H -6.79437 -4.27199 -8.56811
H -6.34675 -3.01953 -9.76059
C 2.04818 5.19252 -0.90288
C 0.63369 4.98356 -1.32299
O 0.67874 4.06509 -2.41427
P -0.68088 3.61210 -3.25434
O -0.53607 2.48244 -4.25077
O -1.77071 3.35680 -2.05362
C -3.07015 2.87103 -2.47002
C -4.16236 3.34068 -1.50652
O -1.27721 5.01665 -3.80923
C -0.92391 5.41337 -5.10844
C 0.39275 6.18278 -4.99315
H 2.59549 5.57123 -1.76609
H 2.14145 5.84844 -0.03733
H 2.45316 4.20354 -0.68839
H 0.14251 4.38765 -0.55375
H 0.08646 5.90351 -1.52877
H -3.35230 3.17025 -3.47945
H -3.10330 1.78189 -2.44215
H -4.30438 4.41468 -1.62672
H -5.14094 2.94699 -1.78131
H -3.90975 3.02555 -0.49411
H -0.81714 4.58318 -5.80664
H -1.69696 6.06243 -5.51978
H 0.56201 6.64384 -5.96624
H 0.26104 7.02200 -4.31018
H 1.30278 5.62373 -4.77540
C 3.02633 -3.03959 -1.96772
C 3.55691 -2.03978 -0.89622
O 4.59087 -1.21134 -1.50276
P 6.15869 -1.68419 -1.39405
O 6.63107 -1.95678 -0.01360
O 6.89821 -0.41463 -2.12070
C 7.18037 0.79635 -1.51217
C 6.89171 1.84024 -2.56728
O 6.21963 -2.88929 -2.52652
C 6.14427 -2.50999 -3.91357
C 5.82704 -3.74819 -4.78732
H 2.11354 -3.48293 -1.56977
H 2.65891 -2.53457 -2.86106
H 3.65118 -3.91786 -2.12986
H 2.72999 -1.38606 -0.61886
H 3.90553 -2.44422 0.05405
H 6.56172 0.99884 -0.63789
H 8.24205 0.87558 -1.27834
H 7.05498 1.38640 -3.54476
H 5.84123 2.12977 -2.54006
H 7.48116 2.75359 -2.48691
H 5.40688 -1.72591 -4.08551
H 7.10955 -2.06989 -4.16389
H 4.88504 -4.21620 -4.50155
H 5.71694 -3.47649 -5.83716
H 6.66918 -4.43854 -4.83555
C 0.40769 -0.05053 3.77427
C -0.33486 1.19972 3.35605
O 0.07562 1.40902 2.02571
P -1.04557 1.51851 0.81060
O -2.14189 2.42572 1.11470
O -1.46844 -0.03572 0.56717
C -2.70111 -0.55119 1.05998
C -2.64990 -2.08540 1.14516
O -0.08121 1.86930 -0.46573
C 1.02323 1.02683 -0.70924
C 1.15399 0.72974 -2.23055
H 0.18476 -0.98774 3.26432
H 1.45929 0.22783 3.70537
H 0.23240 -0.28838 4.82346
H -1.39702 0.98090 3.46576
H -0.16949 2.11650 3.92197
H -2.97170 -0.10511 2.01700
H -3.55723 -0.24130 0.46070
H -3.56006 -2.42803 1.63743
H -2.39938 -2.61621 0.22670
H -1.91422 -2.34639 1.90593
H 1.88846 1.44949 -0.19852
H 0.92036 0.07990 -0.17929
H 1.34897 1.64785 -2.78477
H 1.89165 -0.04965 -2.42161
H 0.18979 0.39525 -2.61338
C -0.17934 -5.05735 1.43009
C 0.73385 -3.96954 1.92011
O 1.56448 -4.58401 2.91781
P 3.10743 -4.03287 3.06444
O 3.23139 -2.55651 3.22157
O 3.58200 -4.81860 4.42904
C 3.55576 -6.29124 4.56454
C 4.29234 -6.75391 5.86438
O 3.98975 -4.77992 1.92501
C 5.28768 -4.36517 1.67117
C 6.32992 -4.78088 2.70747
H -1.00626 -4.69172 0.82131
H 0.34126 -5.86121 0.90960
H -0.76782 -5.45206 2.25834
H 1.22532 -3.48712 1.07522
H 0.09563 -3.17091 2.29821
H 2.55376 -6.71372 4.63937
H 4.05686 -6.57590 3.63935
H 4.01228 -7.77440 6.12568
H 5.37051 -6.74928 5.70428
H 3.99418 -6.17271 6.73697
H 5.54889 -4.83041 0.72069
H 5.39987 -3.28332 1.59965
H 6.52244 -3.97583 3.41664
H 6.10175 -5.72034 3.21093
H 7.26213 -4.85982 2.14816
*
```

***

Record 5
ORCA calculation (ωB97M-V with the def2-TZVPD basis set) on 2 unconnected molecules or ions with the total composition C8H10N2S.

The relative energy (zero: lowest compared OMol25 entry of this formula, charge and spin) comes out at 110.14 kcal per mole. The value obtained for the total energy is -818.3392 Eh. The gap between HOMO and LUMO is 7.04 eV. Its HOMO energy is -7.223 eV.

ORCA input file:
```
! RIJCOSX wB97M-V def2-TZVPD def2/J DEFGRID3
* xyz 0 1
C 2.90481 -0.83431 0.34316
C 2.96022 0.50435 0.33943
C 1.46427 -1.25136 0.19745
C 0.69038 0.02469 0.18433
C 0.95936 -2.49734 0.07167
C -1.05332 2.68708 -0.25114
C -1.46806 1.39561 -0.41713
C -0.60563 0.30858 -0.16257
N 1.69747 1.03387 0.24863
N -3.57096 -0.88526 -0.08929
S -2.12608 -1.75796 -0.12714
H 3.50209 -1.59129 0.74575
H 3.87220 1.15884 0.54403
H -0.05374 -2.74430 -0.01377
H 1.70471 -3.39480 -0.15393
H -1.77594 3.37981 -0.65945
H 0.01496 2.91567 0.01197
H -2.39804 1.14040 -0.88841
H 1.49167 1.94351 -0.04959
H -3.89723 -0.52837 0.85660
H -4.31315 -1.00741 -0.73062
*
```